--- A ---
{"formula": "CH4NO2S", "method": "ωB97M-V/def2-TZVPD", "symbols": ["C", "N", "O", "O", "S", "H", "H", "H", "H"], "xyz": [[0.32, 1.55, 1.55], [-0.38, -1.31, -0.32], [1.02, -0.17, -1.97], [-1.26, 0.66, -1.68], [-0.07, 0.23, -1.00], [1.37, 1.45, 1.13], [0.12, 0.52, 1.95], [-1.29, -1.55, -0.17], [0.16, -1.38, 0.51]], "nbo_charge": [-0.484, -1.088, -1.030, -1.028, 1.759, 0.092, 0.067, 0.357, 0.356], "molar_mass_da": 94.11, "e_lumo_ev": [3.535, 3.536], "charge": -1, "orbital_gap_ev": [7.385, 7.386]}

---

--- B ---
{"formula": "CH4NO2S", "method": "ωB97M-V/def2-TZVPD", "symbols": ["C", "N", "O", "O", "S", "H", "H", "H", "H"], "xyz": [[-0.76, -0.66, 1.18], [-0.91, -0.31, -0.01], [4.00, 0.91, 0.35], [1.60, 0.90, 0.53], [2.76, 1.45, -0.21], [-1.39, -1.35, 1.67], [-0.10, -0.03, 1.67], [2.92, 3.03, 0.34], [-0.11, 0.29, -0.32]], "nbo_charge": [-0.079, -0.637, -1.052, -1.087, 1.402, 0.132, 0.181, -0.244, 0.385], "molar_mass_da": 94.11, "e_lumo_ev": 4.144, "charge": -1, "orbital_gap_ev": 7.460}

---

Pick B: it beats the second-best structure by 239.1 kJ/mol.

---

--- A ---
{"formula": "CH3Br3SSi", "method": "ωB97M-V/def2-TZVPD", "symbols": ["C", "Si", "S", "Br", "Br", "Br", "H", "H", "H"], "xyz": [[-0.60, -0.39, 0.47], [0.81, 0.99, 0.22], [-2.00, -0.21, -0.82], [1.52, 2.19, -1.49], [2.22, -2.65, -0.49], [0.50, 2.35, 1.98], [-0.22, -1.39, 0.48], [-1.13, -0.09, 1.35], [-1.11, -0.79, -1.70]], "nbo_charge": [-0.900, 1.304, -0.005, -0.160, -0.707, -0.238, 0.295, 0.247, 0.163], "molar_mass_da": 314.90, "e_lumo_ev": [-3.385, -3.386], "orbital_gap_ev": [4.888, 4.884]}

---

--- B ---
{"formula": "CH3Br3SSi", "method": "ωB97M-V/def2-TZVPD", "symbols": ["C", "Si", "S", "Br", "Br", "Br", "H", "H", "H"], "xyz": [[-0.01, 0.25, 0.89], [0.31, 0.11, -0.99], [0.84, -1.26, 1.50], [2.30, 0.72, -1.87], [-2.17, 2.58, -1.35], [-0.58, -1.62, -1.93], [0.55, 0.99, 1.39], [-1.09, 0.30, 1.43], [-0.16, -2.07, 0.92]], "nbo_charge": [-1.051, 1.319, 0.013, -0.188, -0.633, -0.189, 0.268, 0.317, 0.143], "molar_mass_da": 314.90, "e_lumo_ev": -2.222, "orbital_gap_ev": 6.385}

---

Pick B: it beats the second-best structure by 87.2 kJ/mol.

---

--- A ---
{"formula": "C2INO3", "method": "ωB97M-V/def2-TZVPD", "symbols": ["C", "C", "N", "O", "O", "O", "I"], "xyz": [[-1.38, -1.45, 0.02], [-1.31, 1.51, 0.05], [-0.92, 0.42, 0.02], [-0.40, -1.99, -0.37], [-2.49, -1.49, 0.34], [-1.80, 3.05, -0.09], [8.30, -0.06, 0.01]], "nbo_charge": [1.022, 0.658, -0.649, -0.620, -0.598, -0.813, -1.000], "molar_mass_da": 212.93, "e_lumo_ev": 5.276, "charge": -2, "orbital_gap_ev": 6.986}

---

--- B ---
{"formula": "C2INO3", "method": "ωB97M-V/def2-TZVPD", "symbols": ["C", "C", "N", "O", "O", "O", "I"], "xyz": [[-1.70, 0.01, -0.19], [-0.04, -1.16, -1.92], [-0.41, -0.20, -1.35], [-1.31, -0.28, 0.87], [-2.68, 0.41, -0.78], [0.71, -2.16, -2.50], [5.44, 3.38, 5.87]], "nbo_charge": [0.966, 0.731, -0.624, -0.634, -0.688, -0.751, -1.000], "molar_mass_da": 212.93, "e_lumo_ev": 5.456, "charge": -2, "orbital_gap_ev": 7.221}

---

Pick B: it beats the second-best structure by 183.0 kJ/mol.

---

--- A ---
{"formula": "CH5N3O", "method": "ωB97M-V/def2-TZVPD", "symbols": ["H", "N", "C", "N", "N", "O", "H", "H", "H", "H"], "xyz": [[0.23, 2.13, -0.86], [-0.27, 1.72, -0.20], [-0.20, 0.42, -0.36], [0.44, -0.31, -1.35], [-0.73, -0.39, 0.66], [0.50, -1.16, 1.14], [0.70, -1.30, -1.20], [1.06, 0.32, -1.88], [-0.86, 0.23, 1.46], [-0.02, -1.71, 1.75]], "nbo_charge": [0.319, -0.733, 0.555, -0.834, -0.357, -0.605, 0.421, 0.391, 0.371, 0.472], "molar_mass_da": 75.07, "e_lumo_ev": 0.861, "smiles": "[H]/N=C(\\N)NO", "orbital_gap_ev": 10.195}

---

--- B ---
{"formula": "CH5N3O", "method": "ωB97M-V/def2-TZVPD", "symbols": ["H", "N", "C", "N", "N", "O", "H", "H", "H", "H"], "xyz": [[-0.78, -0.03, 1.92], [0.10, -0.07, 1.38], [-0.18, -0.06, 0.16], [-1.44, 0.06, -0.45], [0.86, -0.19, -0.83], [2.10, -0.64, -0.17], [-2.10, 0.73, -0.02], [-1.51, -0.37, -1.43], [0.96, 0.75, -1.27], [1.98, -0.19, 0.71]], "nbo_charge": [0.354, -0.751, 0.543, -0.888, -0.368, -0.560, 0.409, 0.424, 0.360, 0.479], "molar_mass_da": 75.07, "e_lumo_ev": 0.705, "smiles": "[H]/N=C(\\N)NO", "orbital_gap_ev": 10.478}

---

--- C ---
{"formula": "CH5N3O", "method": "ωB97M-V/def2-TZVPD", "symbols": ["C", "N", "N", "N", "O", "H", "H", "H", "H", "H"], "xyz": [[1.35, 0.86, -0.38], [0.51, -0.24, -0.82], [-0.72, -0.28, -0.65], [-1.06, -0.45, 0.60], [-2.16, -1.26, 0.88], [0.80, 1.80, -0.34], [2.18, 0.93, -1.07], [1.75, 0.64, 0.62], [-0.09, -0.54, 1.12], [-2.56, -1.48, 0.03]], "nbo_charge": [-0.453, -0.400, 0.075, -0.133, -0.531, 0.210, 0.212, 0.161, 0.375, 0.484], "molar_mass_da": 75.07, "e_lumo_ev": [-0.152, -0.152], "smiles": "C/N=N\\NO", "orbital_gap_ev": [7.550, 7.549]}

---

Pick B: it beats the second-best structure by 30.7 kJ/mol.

---

--- A ---
{"formula": "H28O14", "method": "ωB97M-V/def2-TZVPD", "symbols": ["H", "H", "H", "H", "H", "H", "H", "H", "H", "H", "H", "H", "H", "H", "H", "H", "H", "H", "H", "H", "H", "H", "H", "H", "H", "H", "H", "H", "O", "O", "O", "O", "O", "O", "O", "O", "O", "O", "O", "O", "O", "O"], "xyz": [[0.77, -0.64, -0.11], [0.10, 0.70, -0.25], [-1.60, 4.25, -0.64], [-1.71, 4.73, 0.76], [-0.50, -0.76, 3.29], [-0.31, -1.38, 1.82], [-2.26, -3.28, 0.09], [-3.51, -3.26, 0.64], [-1.76, 1.43, -1.22], [-1.40, 2.42, -2.29], [4.71, -0.99, 1.68], [4.47, -2.27, 0.89], [-0.99, -1.38, -2.13], [-0.87, 0.01, -2.65], [1.01, -1.05, -3.59], [1.93, 0.03, -3.03], [-1.67, 1.01, -4.14], [-1.10, -0.20, -4.73], [-1.44, 1.39, 3.92], [-2.11, 0.92, 5.15], [-3.05, -0.92, 1.21], [-3.86, 0.09, 0.45], [3.74, 2.14, 2.99], [2.85, 1.54, 2.00], [3.60, 3.66, 0.91], [4.25, 2.22, 0.96], [0.71, -5.15, -2.43], [0.30, -5.34, -0.93], [0.63, 0.16, 0.41], [-1.92, 4.01, 0.15], [0.13, -0.99, 2.53], [-2.84, -3.93, 0.57], [-1.62, 2.37, -1.37], [3.99, -1.50, 1.15], [-1.04, -0.48, -1.79], [1.06, -0.20, -3.16], [-0.82, 0.53, -4.30], [-2.06, 0.74, 4.19], [-3.18, 0.00, 1.03], [2.98, 1.55, 2.92], [3.50, 2.72, 0.59], [0.88, -4.89, -1.52]], "nbo_charge": [0.459, 0.475, 0.458, 0.449, 0.483, 0.459, 0.459, 0.455, 0.495, 0.444, 0.464, 0.457, 0.458, 0.497, 0.459, 0.478, 0.470, 0.462, 0.476, 0.463, 0.454, 0.457, 0.434, 0.486, 0.477, 0.465, 0.470, 0.478, -0.937, -0.909, -0.946, -0.914, -0.937, -0.920, -0.994, -0.934, -0.895, -0.935, -0.912, -0.928, -0.934, -0.948], "molar_mass_da": 252.21, "e_lumo_ev": -0.149, "orbital_gap_ev": 8.878}

---

--- B ---
{"formula": "H28O14", "method": "ωB97M-V/def2-TZVPD", "symbols": ["O", "H", "H", "O", "H", "H", "O", "H", "H", "O", "H", "H", "O", "H", "H", "O", "H", "H", "O", "H", "H", "O", "H", "H", "O", "H", "H", "O", "H", "H", "O", "H", "H", "O", "H", "H", "O", "H", "H", "O", "H", "H"], "xyz": [[3.11, -0.18, -0.73], [2.50, -0.58, -1.33], [2.84, -0.46, 0.13], [0.93, -3.44, -0.61], [1.13, -2.84, 0.11], [0.89, -4.29, -0.15], [0.60, 3.13, -1.62], [0.94, 2.81, -0.79], [1.16, 2.73, -2.35], [-0.06, -0.64, 3.06], [0.09, -1.27, 3.82], [-1.03, -0.63, 2.97], [-1.23, 2.77, 1.74], [-0.89, 2.03, 1.24], [-0.56, 3.43, 1.61], [-0.32, -3.33, 2.03], [0.50, -3.72, 2.34], [-0.21, -2.38, 2.10], [2.30, -1.67, 1.22], [3.10, -2.19, 1.39], [2.35, -1.08, 1.92], [1.02, -0.88, -2.51], [0.46, -0.12, -2.27], [0.58, -1.33, -3.25], [-1.84, -1.63, -0.31], [-2.13, -1.36, 0.56], [-2.09, -0.94, -0.87], [-0.39, 0.73, 0.23], [-0.62, 0.88, -0.69], [0.15, -0.06, 0.32], [-3.57, -0.38, -1.96], [-3.12, 0.47, -2.12], [-4.33, -0.38, -2.50], [2.11, 0.87, 2.50], [2.69, 0.91, 3.29], [1.31, 0.47, 2.87], [-1.80, 4.20, -0.93], [-1.03, 3.73, -1.27], [-2.56, 3.59, -1.13], [-1.11, 0.98, -2.34], [-0.71, 1.75, -2.68], [-1.11, 0.32, -3.03]], "nbo_charge": [-0.987, 0.481, 0.473, -0.941, 0.479, 0.455, -0.979, 0.509, 0.492, -0.965, 0.491, 0.506, -0.965, 0.484, 0.458, -0.946, 0.460, 0.476, -0.952, 0.484, 0.488, -0.952, 0.467, 0.479, -0.926, 0.454, 0.468, -0.998, 0.492, 0.499, -0.958, 0.480, 0.480, -0.962, 0.465, 0.492, -0.950, 0.476, 0.458, -0.962, 0.504, 0.495], "molar_mass_da": 252.21, "e_lumo_ev": -0.263, "orbital_gap_ev": 9.831}

---

Pick B: it beats the second-best structure by 332.7 kJ/mol.